Entry 1:
{"formula": "C41H33Cl5FInN6O5STe", "method": "ωB97M-V/def2-TZVPD", "elements": ["Te", "In", "Cl", "Cl", "Cl", "Cl", "Cl", "S", "F", "O", "O", "O", "O", "O", "N", "N", "N", "N", "N", "N", "C", "C", "C", "C", "C", "C", "C", "C", "C", "C", "C", "C", "C", "C", "C", "C", "C", "C", "C", "C", "C", "C", "C", "C", "C", "C", "C", "C", "C", "C", "C", "C", "C", "C", "C", "C", "C", "C", "C", "C", "C", "H", "H", "H", "H", "H", "H", "H", "H", "H", "H", "H", "H", "H", "H", "H", "H", "H", "H", "H", "H", "H", "H", "H", "H", "H", "H", "H", "H", "H", "H", "H", "H", "H"], "xyz": [[1.33167, -4.91416, 0.44278], [0.64641, -2.16155, -0.00510], [-2.70568, -4.37009, 6.18596], [-3.90851, -1.87363, 4.88799], [1.96150, -3.68808, 3.74714], [0.39066, -4.70426, 6.22165], [-2.14405, -0.19192, 2.83580], [4.39477, -4.60193, -1.18289], [-3.06097, 3.63909, -0.48233], [-1.48732, -3.26514, 0.27496], [0.40079, -1.68614, 2.17436], [2.64600, -1.70389, 0.41449], [0.25086, -0.06974, -0.59584], [4.21989, -0.40013, 1.18424], [2.28503, -1.93180, -2.46626], [-0.36773, -2.65784, -2.06856], [-1.45656, -3.42169, -2.01639], [2.04964, 3.01375, 1.26078], [-1.72894, 8.46439, 1.33669], [-1.84730, 5.76939, 1.18322], [4.05542, -1.12127, -3.88363], [3.09583, -0.51758, 0.71898], [-2.17531, 6.26647, 2.56245], [-1.72714, -3.42497, 5.17344], [2.79202, 4.17538, 1.44173], [-1.72487, 7.74222, 2.70547], [3.55810, -1.67717, -2.67330], [1.78789, -1.27461, -4.74183], [-4.54522, -7.12686, -0.47646], [2.70593, 1.83276, 1.26308], [-3.25349, -5.66003, -1.88767], [-2.31308, -2.33361, 4.52062], [4.26892, 4.28990, 1.05426], [0.03759, -2.33386, -3.29509], [1.40850, -1.87106, -3.50877], [-4.07147, -6.75019, -1.71324], [2.15603, 0.66347, 0.70003], [0.70740, 3.12226, 1.00095], [0.04110, 4.25243, 1.39398], [-1.93913, -3.74113, -0.82237], [-2.95115, -4.80993, -0.79191], [-2.83695, 7.90362, 0.47654], [-1.31862, 4.48962, 0.96505], [0.79201, 0.81480, 0.18193], [-4.38270, -6.20789, 0.56903], [3.20186, 4.89272, 0.13989], [-1.89432, 3.44349, 0.17019], [2.32880, -5.71713, -2.29816], [4.48150, -4.99461, -2.84074], [-1.54356, -1.62440, 3.58353], [2.69289, -5.12626, -1.10238], [-1.38708, 2.17679, 0.05419], [-0.24717, -2.15986, 3.16204], [3.13345, -0.88664, -4.90667], [-2.69487, 6.40484, 0.19548], [0.37156, -3.18826, 3.99334], [0.02649, 2.03519, 0.42132], [-0.90028, -2.41360, -4.42500], [-3.65914, -5.06016, 0.39553], [-0.37587, -3.72498, 5.08504], [3.33841, -5.59974, -3.31015], [2.51233, 4.89854, 2.29539], [-4.09399, -7.55015, -2.51104], [-3.80165, 8.11253, 0.98940], [-2.87387, -5.39133, -2.85625], [-3.26954, 6.20224, 2.77997], [5.38998, -4.89441, -3.41085], [-0.37801, -2.57172, -5.36615], [-1.91336, 9.44432, 1.48725], [-1.94540, 1.41721, -0.41367], [-1.67906, -3.24231, -4.15825], [-2.40707, 6.20969, -0.85930], [-2.39533, 8.27514, 3.40239], [3.48425, -0.41487, -5.84763], [-0.71281, 7.77539, 3.07436], [-2.86176, 8.47581, -0.46475], [3.26957, -5.98274, -4.31573], [-3.70498, 5.97664, 0.29710], [-1.52328, -1.50154, -4.53217], [-4.79375, -6.36363, 1.53392], [1.42993, -6.28953, -2.55708], [4.29985, -1.88223, -1.88999], [-3.55705, -4.27028, 1.13678], [0.62211, 4.99025, 1.94947], [5.12718, -1.10924, -4.03326], [-5.14469, -8.05512, -0.34319], [-1.61250, 5.66682, 3.30536], [1.05065, -1.18685, -5.48366], [3.69481, 1.87669, 1.63726], [2.97132, 4.35417, -0.79487], [4.82086, 4.98702, 1.69101], [4.78459, 3.37217, 0.64410], [-0.80126, 8.29007, 0.86445], [3.10153, 5.97652, 0.16620]], "forces_ev_per_angstrom": [[-0.1, 0.2, 0.3], [-0.2, -2.4, 0.2], [-0.6, -0.6, 0.9], [-0.6, 0.2, 0.0], [0.6, 0.2, -0.2], [0.2, -0.8, 0.5], [0.1, 0.0, -0.2], [-1.6, -0.1, 0.0], [-0.4, 0.6, 0.4], [-0.5, 0.4, -0.6], [0.1, 0.8, -1.0], [0.0, 2.1, -0.4], [0.6, 1.3, 1.8], [0.1, 1.4, -0.3], [-0.9, -0.8, -0.4], [1.4, 0.2, -1.4], [-1.4, -0.3, -0.6], [0.2, -1.2, 0.9], [0.3, -1.9, 0.1], [-0.2, 1.6, 1.0], [-1.1, -1.1, 0.2], [-0.2, -3.1, 0.8], [0.1, -0.5, -0.9], [-0.3, 0.6, 0.3], [1.4, 3.4, 0.4], [-0.3, -0.3, -0.2], [0.9, 0.9, -0.9], [1.4, -0.6, 1.9], [-0.9, 0.3, 0.9], [-2.0, -1.7, -1.6], [0.5, 1.6, 0.8], [1.6, 0.1, -0.8], [-0.7, -1.0, -0.7], [-0.5, 0.1, 2.3], [1.1, 1.6, 0.1], [0.7, -2.5, -1.2], [-0.3, 2.8, 0.8], [-0.7, -1.5, -0.1], [-2.3, 1.4, -0.7], [1.7, 1.1, 0.7], [-1.5, -1.2, -0.5], [-0.8, 0.6, -0.4], [2.6, -1.5, -0.4], [0.2, -2.4, -1.8], [-0.3, -0.5, -0.4], [0.1, -0.1, 1.0], [-0.3, 0.3, 0.8], [0.8, 0.2, -0.7], [-0.3, -0.7, -0.6], [1.0, -1.6, 0.2], [0.5, -0.6, -1.0], [3.9, 1.4, 0.9], [-0.3, -0.4, 1.0], [0.0, 0.1, -0.2], [-0.9, -0.9, -0.2], [-2.5, 0.7, 1.1], [-1.2, 0.1, 0.0], [-2.0, -1.4, -0.1], [1.3, 1.2, -0.6], [0.6, 1.2, -2.5], [0.7, 0.3, 0.9], [0.4, -1.5, -1.3], [-0.4, 1.3, 0.6], [0.8, 0.0, -0.1], [0.4, -0.2, -0.2], [0.6, -0.2, -0.2], [0.2, 0.2, 0.1], [-0.3, -0.3, 0.0], [0.4, 0.5, -0.1], [-0.4, -0.9, -0.5], [1.6, 1.3, -0.8], [0.3, 0.1, 0.8], [0.3, 0.0, -0.5], [-0.4, -0.5, 0.6], [0.3, 0.2, 0.1], [0.1, -0.2, 0.4], [-0.1, 0.0, -0.1], [-0.1, 0.2, -0.3], [0.5, -0.2, 0.2], [-0.5, -0.4, 0.7], [0.0, 0.7, 0.7], [-0.7, 0.1, 0.0], [0.0, -0.5, 0.4], [-0.7, 0.1, -0.3], [-0.1, 0.5, 0.0], [0.7, 0.8, -0.1], [-0.5, 0.3, -0.4], [-0.5, 0.3, -1.0], [0.8, -0.4, 0.2], [0.2, 0.5, 0.6], [0.0, -0.5, -0.4], [-0.5, 1.3, 0.8], [-1.2, 0.4, 0.6], [0.0, -0.3, -0.4]], "e_lumo_ha": -0.0883, "total_energy_ha": -5543.911577, "de_lowest_kcal_mol": 20.4}

***

Entry 2:
{"formula": "C3H8NO2", "method": "ωB97M-V/def2-TZVPD", "elements": ["O", "O", "N", "C", "C", "C", "H", "H", "H", "H", "H", "H", "H", "H"], "xyz": [[2.37993, -0.05316, 0.08330], [-2.03938, 0.78388, -1.02937], [0.08609, -0.26748, 0.76198], [-1.87860, -0.44493, -0.72435], [0.34803, -0.01145, 1.94640], [1.11311, -0.51585, -0.24410], [2.90197, -0.04356, -0.73282], [0.67082, -0.04441, -1.22762], [1.31214, -0.10960, 2.44136], [-2.38792, 1.30274, -0.32001], [-1.30405, -1.16143, -1.36521], [-0.41146, 0.15911, 2.70268], [0.89170, -1.68746, -0.38005], [-2.45482, -1.01478, -0.01672]], "forces_ev_per_angstrom": [[-1.4, -0.6, 0.2], [0.4, 3.1, -1.5], [3.3, 1.1, 1.1], [0.5, -5.9, -0.3], [-1.2, -0.4, 1.3], [-2.1, -1.4, -3.0], [0.0, 0.2, 0.1], [0.9, -0.8, 1.5], [0.7, -0.4, -0.5], [-0.6, 0.6, 0.7], [-0.6, 1.4, 0.0], [-0.6, 0.7, -0.2], [1.3, 2.1, 0.2], [-0.6, 0.5, 0.5]], "e_lumo_ha": [-0.1815, -0.3383], "charge": 1, "total_energy_ha": -323.831205, "spin_multiplicity": 3, "s_squared": 2.01, "de_lowest_kcal_mol": 64.9}

***

Entry 3:
{"formula": "C4H6O2", "method": "ωB97M-V/def2-TZVPD", "elements": ["O", "O", "C", "C", "C", "C", "H", "H", "H", "H", "H", "H"], "xyz": [[0.44318, 1.43122, -1.53616], [1.61600, -0.77953, -0.73858], [-1.39843, 0.25158, 1.08147], [-0.32594, 0.55301, -1.21131], [-0.00067, -0.19655, 1.03487], [0.26523, -0.62855, -0.42459], [-0.06986, -1.08049, 1.70894], [-1.60545, 0.82576, 1.99232], [-1.41696, 0.67098, -1.38005], [1.87266, 0.04639, -1.18679], [-0.27850, -1.55777, -0.63627], [0.80946, 0.43431, 1.45449]], "forces_ev_per_angstrom": [[-0.3, -0.2, -0.3], [0.1, 0.1, 0.0], [-0.1, -0.3, 0.7], [0.6, 0.4, -0.3], [-0.4, 0.2, -0.2], [-0.2, 0.0, -0.1], [0.0, 0.0, -0.1], [0.2, 0.1, 0.2], [0.4, -0.3, 0.1], [0.1, -0.1, 0.1], [0.0, 0.2, 0.0], [-0.4, -0.1, -0.2]], "e_lumo_ha": [-0.0325, -0.0328], "total_energy_ha": -306.319715, "de_lowest_kcal_mol": 117.1}